The following is a DFT calculation (ωB97M-V/def2-TZVPD) of one molecule with the formula C6H8O2 at a distorted geometry.

XYZ file:
```
16
C6H8O2 ωB97M-V/def2-TZVPD
C 1.3572 0.1360 -0.5390
C -0.7103 -1.5118 -0.3382
C 0.5734 0.5392 0.6611
C -0.1475 -0.1119 -0.5752
C 0.6183 -0.0315 1.9806
C -0.8473 0.6795 -1.5528
O 2.2970 -0.0037 -1.1862
O -1.8388 -1.7753 -0.6870
H 0.0162 -2.1383 0.1431
H 0.4939 1.6562 0.6772
H 0.5676 -1.1008 1.9512
H -0.3999 0.2682 2.4286
H 1.3438 0.5901 2.6456
H -0.5335 0.5149 -2.6121
H -0.8320 1.7790 -1.4581
H -1.9581 0.5099 -1.5388
```

Computed properties:
Molar mass (g mol⁻¹): 112.1
Strongest force on any atom (eV/A): 5.4
HOMO (Ha): -0.328
Energy relative to the best compared isomer or geometry (same formula, charge and spin) (kcal/mol): 70.0
SMILES string: C[C@H]1C(=O)[C@@]1(C)C=O
E (eV): -10443.691
HOMO-LUMO gap (eV): 9.5



The following is a DFT calculation (ωB97M-V/def2-TZVPD) of an isolated ion of composition C3H4NO2 and charge +1 at a distorted geometry.

XYZ file:
```
10
C3H4NO2 ωB97M-V/def2-TZVPD
C -2.1313 -0.8171 -1.4506
C -0.7253 -0.3695 0.5371
C 1.5913 0.6947 0.3857
N -1.5076 -0.6306 -0.5049
O -0.7659 -0.4151 1.6844
O 0.5875 0.2752 -0.3676
H -2.7613 -1.1264 -2.3327
H 2.3271 1.1224 -0.2600
H 2.0770 -0.0626 0.9618
H 1.3084 1.3290 1.3468
```

Computed properties:
Net charge: +1
Molar mass (g mol⁻¹): 86.1
Strongest force on any atom (eV/A): 8.1
HOMO (Ha): -0.533
Energy relative to the best compared isomer or geometry (same formula, charge and spin) (kcal/mol): 101.4
SMILES string: C#[N+]C(=O)OC
E (eV): -8748.590
HOMO-LUMO gap (eV): 7.3



The following is a DFT calculation (ωB97M-V/def2-TZVPD) of a 2-piece molecular cluster, C4H6N2O3 overall at a distorted geometry.

XYZ file:
```
15
C4H6N2O3 ωB97M-V/def2-TZVPD
C 2.1533 -0.9696 -0.1184
C 2.4508 0.5082 -0.3954
C 1.4787 1.5156 -0.1162
C -0.0779 -0.2577 0.6560
H -4.8287 0.1624 -1.0561
H -4.0220 -0.6873 0.0286
H 0.3297 -2.0879 0.3469
H 3.5889 0.5950 -0.7052
H 1.6230 2.5615 -0.0128
H -0.6237 1.7846 0.2750
N 0.8635 -1.1596 0.3145
N 0.2981 1.1073 0.5080
O -4.9234 -0.5949 -0.4513
O 2.9354 -1.8589 -0.1708
O -1.2457 -0.6188 0.8973
```

Computed properties:
Molar mass (g mol⁻¹): 130.1
Strongest force on any atom (eV/A): 5.2
HOMO (Ha): -0.355
Energy relative to the best compared isomer or geometry (same formula, charge and spin) (kcal/mol): 36.4
SMILES string: O=c1cc[nH]c(=O)[nH]1.O
E (eV): -13367.399
HOMO-LUMO gap (eV): 9.8